86
Properties=species:S:1:pos:R:3 method="wB97M-V/def2-TZVPD" de_lowest_ev=1.843 spin_multiplicity=1 total_energy_ev=-66464.14304 homo_lumo_gap_ev=9.11 mol_weight_g_mol=569.5 homo_ha=-0.249 total_charge=-1
P 0.755 0.048 0.730
F 1.267 1.397 1.263
F 1.386 0.438 -0.750
F 2.191 -0.675 1.186
F 0.146 -1.323 0.116
F 0.032 -0.216 2.208
F -0.569 1.011 0.333
C -4.675 1.018 0.581
C -3.952 -0.185 -0.056
O -2.881 -0.504 0.789
H -5.224 1.600 -0.159
H -4.016 1.768 1.018
H -5.363 0.747 1.382
H -3.533 0.183 -0.992
H -4.622 -1.038 -0.163
H -2.086 0.000 0.600
C -0.590 -1.913 -3.509
C 0.873 -2.351 -3.407
O 1.206 -2.805 -2.123
H -0.655 -0.932 -3.036
H -1.292 -2.589 -3.021
H -0.861 -1.799 -4.558
H 1.567 -1.540 -3.626
H 0.931 -3.084 -4.211
H 0.658 -2.244 -1.571
C 0.641 3.052 3.920
C 1.568 4.180 3.437
O 0.996 5.456 3.430
H 0.989 2.040 3.713
H -0.377 2.954 3.542
H 0.443 2.905 4.982
H 1.924 4.028 2.418
H 2.421 4.216 4.116
H 0.429 5.372 2.660
C 0.910 -3.632 3.364
C 2.209 -4.263 2.804
C 2.081 -4.689 1.348
O 1.207 -5.879 1.141
C 0.426 -5.616 0.002
N 3.229 -3.326 3.048
H 1.057 -3.451 4.428
H 0.090 -4.342 3.262
H 0.502 -2.746 2.877
H 2.393 -5.174 3.374
H 3.084 -4.976 1.033
H 1.801 -3.796 0.789
H 1.044 -5.172 -0.779
H -0.349 -4.871 0.183
H 0.037 -6.583 -0.315
H 3.919 -3.467 2.324
H 2.882 -2.392 2.884
C -1.629 2.256 -2.085
C -0.497 2.807 -2.902
C -0.888 2.981 -4.374
O -1.073 1.692 -4.980
C -0.814 1.520 -6.369
N 0.164 4.091 -2.454
H -1.405 1.201 -1.925
H -2.552 2.553 -2.582
H -1.612 2.657 -1.072
H 0.351 2.122 -2.903
H -0.237 3.660 -4.925
H -1.841 3.501 -4.476
H -1.478 0.752 -6.766
H 0.243 1.312 -6.534
H -0.964 2.463 -6.895
H 1.144 4.175 -2.682
H 0.217 4.166 -1.448
O -2.696 0.905 3.086
H -2.357 1.508 2.424
H -3.055 0.174 2.583
O 2.104 -0.249 4.331
H 2.272 0.003 3.423
H 1.353 -0.840 4.282
O 4.780 -1.044 0.156
H 5.063 -0.242 0.594
H 3.848 -0.909 -0.015
O 2.468 3.988 -0.252
H 2.811 3.504 -1.002
H 2.290 3.317 0.407
O -2.435 -3.129 -0.675
H -3.062 -2.423 -0.832
H -2.174 -3.019 0.239
O -1.830 3.048 1.369
H -1.079 2.666 0.914
H -1.680 3.992 1.329